<one>
ORCA calculation (wB97M-V/def2-TZVPD) on a 2-piece molecular cluster, CH2O2S3 overall.

XYZ file:
```
8
Properties=species:S:1:pos:R:3
C -0.7054 -0.2024 -0.8901
O 1.0926 1.7032 0.9112
O 2.7948 -0.0351 0.9824
S -1.6529 0.1580 -2.1820
S -1.1344 -1.3106 0.3971
S 1.9150 0.8426 1.7219
H 0.1459 0.4164 -0.6747
H -2.4555 -1.5722 -0.2657
```

## Properties
* net charge: 0
* E_HOMO: -8.850 eV
* orbital gap: 7.20 eV

<two>
ORCA calculation (wB97M-V/def2-TZVPD) on the molecule CH2O2S3.

XYZ file:
```
8
Properties=species:S:1:pos:R:3
C -1.0832 0.2853 0.1982
O 1.9441 1.3751 -0.6804
O -0.8988 -2.2671 0.1036
S -2.1791 1.2857 -0.2611
S 1.2398 1.1781 0.8007
S 0.0597 -0.8254 0.4733
H 1.4190 2.0626 -1.1831
H -0.5014 -3.0943 0.5488
```

## Properties
* net charge: 0
* E_HOMO: -8.543 eV
* orbital gap: 7.46 eV

Which of them is most stable, and which least? Most stable: <one>; least stable: <two>.

<one>
ORCA calculation (wB97M-V/def2-TZVPD) on a 2-piece molecular cluster, CH2O2S3 overall.

XYZ file:
```
8
Properties=species:S:1:pos:R:3
C 0.4831 -1.1496 1.6884
O -0.2379 1.0747 -1.1981
O -1.4573 1.6078 -3.2388
S -1.1153 -0.5684 1.4618
S 1.7607 -0.9786 0.6353
S -1.2230 1.8315 -1.8541
H 0.6768 -1.6465 2.5950
H 1.1128 -0.1708 -0.0895
```

## Properties
* net charge: 0
* E_HOMO: -8.692 eV
* orbital gap: 7.63 eV

<two>
ORCA calculation (wB97M-V/def2-TZVPD) on the molecule CH2O2S3.

XYZ file:
```
8
Properties=species:S:1:pos:R:3
O -0.2817 0.3707 -2.0581
S 0.2836 0.8927 -0.8392
O 1.3989 1.7653 -0.7491
S -1.1619 1.3497 0.5392
C 0.0035 -0.1637 0.5602
S -0.6275 -1.7313 0.0497
H 0.6423 -0.1369 1.2909
H -0.2572 -2.3464 1.2064
```

## Properties
* net charge: 0
* E_HOMO: -9.811 eV
* SMILES string: O=S1(=O)S[C@H]1S
* orbital gap: 9.74 eV

Which of them is most stable, and which least? Most stable: <one>; least stable: <two>.